Record 1
Density functional theory data (ωB97M-V/def2-TZVPD) for a structure of composition C29H31AuBN2O2.

Element x y z (Å)
N -0.404 2.775 -0.344
C -0.799 4.819 -3.951
C 0.484 -1.371 3.026
H -3.159 -0.689 -2.393
H -3.610 -3.058 0.582
C -1.860 -2.428 -2.411
H -1.461 -4.152 0.618
H -0.465 0.813 -3.154
H -1.847 -4.938 -0.922
C -0.226 2.810 -2.743
C 2.031 0.880 1.397
H -4.032 -1.852 -0.636
H -0.668 -4.146 -2.978
N 0.227 1.424 -2.722
H 1.657 -2.679 0.130
C 1.272 -0.158 1.025
C 1.033 -3.820 1.839
O -1.438 -1.687 -0.195
C 0.522 -3.773 3.130
C 4.930 1.345 4.493
C -1.553 -3.607 -3.309
H 4.799 3.437 4.038
C -0.336 3.488 -3.923
C -2.096 -2.792 -0.903
H -0.159 -2.506 4.722
C -1.161 5.444 -2.794
H 0.280 -0.412 3.487
H 1.064 1.331 -3.291
C -0.560 3.446 -1.518
C 4.475 0.072 4.173
C 4.442 2.443 3.802
H 4.863 -0.789 4.700
C 3.501 2.266 2.801
H -1.532 6.460 -2.807
O -0.661 -1.570 -2.354
C 1.001 -1.412 1.733
H 1.253 -4.774 1.377
H -0.620 2.775 1.679
B -0.582 -1.138 -1.068
H -1.816 6.372 -0.324
H 0.339 -4.689 3.675
C 1.260 -2.646 1.140
H -2.665 -1.245 -4.004
C 3.530 -0.106 3.177
H 5.668 1.477 5.272
C -1.299 4.655 0.832
C -0.765 3.353 0.772
C -1.428 5.361 -0.327
C -3.550 -2.813 -0.478
H 1.976 1.794 0.789
Au 0.588 0.502 -0.737
H 3.194 -1.105 2.932
C -1.388 -4.062 -0.465
H 3.128 3.127 2.256
H -1.381 -3.256 -4.326
H -0.875 5.333 -4.900
C 0.244 -2.546 3.719
C -1.054 4.769 -1.556
H -0.330 -4.041 -0.731
H -3.894 -2.133 -3.102
C -2.966 -1.571 -3.007
C 3.025 0.995 2.483
H -4.096 -3.577 -1.034
H -2.397 -4.297 -3.328
H -1.583 5.074 1.787
H -0.074 2.996 -4.852

Values from the calculation:
E: -42016.87015 eV
Net charge: +1
LUMO: -3.11 eV
Highest occupied orbital energy: -10.6 eV
Relative energy (zero: lowest compared OMol25 entry of this formula, charge and spin): 77.2 kJ/mol

Calculated atomic charges, method natural (NBO), unit e: -0.536 -0.195 -0.203 0.213 0.233 0.251 0.237 0.424 0.226 0.093 -0.296 0.223 0.228 -0.864 0.215 -0.178 -0.199 -0.750 -0.207 -0.192 -0.631 0.222 -0.197 0.252 0.224 -0.149 0.219 0.414 0.212 -0.201 -0.209 0.222 -0.204 0.230 -0.779 -0.040 0.221 0.214 0.941 0.233 0.224 -0.220 0.221 -0.207 0.223 -0.254 0.092 -0.106 -0.631 0.194 0.900 0.220 -0.638 0.203 0.226 0.236 -0.203 -0.107 0.215 0.232 -0.638 -0.009 0.223 0.226 0.241 0.228

Record 2
Density functional theory data (ωB97M-V/def2-TZVPD) for a structure of composition C29H31AuClN2PSeSi at a distorted geometry.

Element x y z (Å)
C -0.279 -0.056 6.657
H 2.340 0.224 4.201
N -5.814 0.152 0.447
H 4.730 0.135 3.625
H -6.448 -0.687 2.251
H -5.015 -1.136 -3.686
C -2.826 -3.010 2.698
C -6.434 0.285 1.760
H -1.424 4.266 2.706
C -0.720 -4.048 2.152
C -0.281 1.853 4.639
C -6.751 -2.105 -2.854
H -0.361 3.303 6.214
H -2.783 -0.885 2.989
N -4.501 0.383 -1.265
C 1.633 3.024 1.667
H -1.132 3.019 -1.301
Au -1.445 1.106 1.114
C -5.665 -1.251 -2.830
C -0.236 -0.460 5.332
H 0.972 -2.742 2.004
H 0.370 3.927 -1.310
H -8.439 -2.930 -1.816
H 2.269 2.346 1.097
C -1.148 4.458 1.668
H -8.056 -1.659 0.273
H -3.744 0.732 -1.829
C 4.374 -0.263 1.546
C -0.091 -2.813 2.194
C -2.207 -1.772 2.744
Se -3.733 2.066 0.951
H -0.355 1.606 8.008
H -2.058 4.583 1.082
C -0.320 1.295 6.973
C 3.986 -0.017 2.855
H -0.145 -4.936 1.928
C -0.323 2.251 5.965
H -0.293 2.600 3.856
H -0.280 -0.798 7.444
C 2.640 0.030 3.179
C -0.834 -1.674 2.493
H -5.863 0.989 2.356
Si -0.048 3.174 0.931
C -4.729 0.784 -0.008
C -7.396 -1.548 -0.576
C -5.462 -0.550 -1.650
C -0.115 3.025 -0.912
H -2.566 -5.113 2.369
H 1.622 2.702 2.706
H -6.954 -2.674 -3.750
H 5.424 -0.302 1.288
C 2.081 -0.418 0.890
H 3.715 -0.666 -0.465
H 2.087 4.021 1.643
P -0.080 -0.049 2.615
H -7.453 0.649 1.643
H -0.596 5.405 1.650
C -6.302 -0.693 -0.555
H 0.443 2.167 -1.285
H -0.206 -1.515 5.091
C -0.231 0.498 4.317
C -7.600 -2.251 -1.747
C 1.666 -0.169 2.200
C -2.082 -4.146 2.401
C 3.422 -0.466 0.557
H -3.886 -3.095 2.897
Cl 0.913 -0.672 -0.378

Values from the calculation:
E: -132272.97723 eV
Net charge: +2
LUMO: -6.69 eV
Highest occupied orbital energy: -13.7 eV
Relative energy (zero: lowest compared OMol25 entry of this formula, charge and spin): 0.0 kJ/mol

Calculated atomic charges, method natural (NBO), unit e: -0.208 0.229 -0.340 0.245 0.226 0.241 -0.203 -0.418 0.268 -0.177 -0.192 -0.173 0.236 0.221 -0.508 -1.204 0.264 0.512 -0.215 -0.119 0.232 0.286 0.243 0.269 -1.200 0.240 0.443 -0.146 -0.211 -0.224 -0.210 0.242 0.272 -0.156 -0.213 0.240 -0.186 0.207 0.241 -0.111 -0.336 0.243 1.694 0.293 -0.224 0.100 -1.200 0.239 0.265 0.243 0.247 -0.008 0.252 0.285 1.042 0.238 0.285 0.155 0.271 0.222 -0.451 -0.180 -0.482 -0.163 -0.227 0.230 0.025

Record 3
Density functional theory data (ωB97M-V/def2-TZVPD) for a structure of composition C29H31BrCdNSi2 at a distorted geometry.

Element x y z (Å)
Br -3.979 6.366 -2.470
H -3.780 3.583 -3.574
H 2.004 -1.016 0.971
C 3.641 3.550 -1.427
H -4.748 -2.431 -0.739
H -3.088 1.190 2.629
C 2.213 -0.756 -1.161
H 1.291 2.548 -1.529
C -2.997 -3.683 1.444
C -2.353 -2.464 1.242
C 2.780 -2.784 0.051
C -2.284 4.782 -0.774
C 3.196 -3.398 -1.122
H 4.293 0.264 -0.993
C -2.642 -3.578 3.798
H -2.753 -3.996 4.792
H -1.719 -3.096 -2.710
H 6.960 3.595 -0.808
H -2.579 0.505 4.161
H -1.036 3.557 0.462
C 2.306 -1.490 0.041
Cd -0.592 0.140 -0.286
C -1.661 3.605 -0.421
H 1.256 0.444 3.580
C -2.523 2.492 -2.220
C -3.188 3.611 -2.672
H 2.820 4.226 -1.635
H 2.618 -0.847 -3.270
H -4.533 -0.718 -0.412
C -4.152 -1.556 -0.989
C -1.832 -1.790 2.357
N -1.771 2.462 -1.112
C 3.152 -2.681 -2.309
H 6.555 1.161 -0.693
C 1.495 0.487 -1.236
C 2.671 -1.390 -2.334
H 3.500 -3.144 -3.225
C 4.459 1.328 -1.068
C 5.967 3.198 -0.970
C -3.070 4.784 -1.926
C -3.147 -4.245 2.697
H 5.085 5.119 -1.320
H 3.544 -4.421 -1.111
H -2.446 -4.203 -1.560
C 4.913 4.053 -1.251
C -1.760 -3.366 -1.657
H -1.824 1.974 3.561
C 3.378 2.178 -1.324
H -4.311 -1.335 -2.041
C -1.998 -2.370 3.614
H -2.588 1.558 -2.765
Si -0.907 -0.074 2.318
H 1.036 -1.287 3.418
H -0.769 -3.711 -1.374
H 2.834 -3.332 0.984
H 0.151 -0.397 4.645
C 0.518 -0.353 3.622
C -2.224 1.008 3.265
C 1.994 1.726 -1.389
H -2.170 5.674 -0.178
C 5.732 1.834 -0.897
H -1.611 -1.860 4.484
H -3.404 -4.212 0.590
H -3.656 -5.194 2.816
Si -2.265 -1.822 -0.592

Values from the calculation:
E: -122429.32830 eV
Net charge: -1
LUMO: 2.06 eV
Highest occupied orbital energy: -3.5 eV
Relative energy (zero: lowest compared OMol25 entry of this formula, charge and spin): 0.0 kJ/mol

Calculated atomic charges, method natural (NBO), unit e: 0.057 0.232 0.211 -0.207 0.209 0.218 -0.103 0.178 -0.225 -0.417 -0.216 -0.284 -0.268 0.218 -0.255 0.192 0.217 0.198 0.208 0.217 -0.198 1.233 0.055 0.219 0.060 -0.293 0.198 0.206 0.219 -1.076 -0.421 -0.446 -0.206 0.202 -0.392 -0.237 0.198 -0.155 -0.246 -0.036 -0.222 0.198 0.199 0.202 -0.221 -1.084 0.206 -0.064 0.207 -0.164 0.216 0.642 0.222 0.230 0.204 0.206 -1.087 -1.075 -0.318 0.231 -0.227 0.182 0.191 0.191 0.670

Record 4
Density functional theory data (ωB97M-V/def2-TZVPD) for a structure of composition C29H31CeCl5N6SSi.

Element x y z (Å)
N -0.589 -2.347 1.796
H 0.868 -2.837 3.218
H -0.156 -0.130 5.381
Cl 2.537 1.951 3.234
C 2.204 3.797 -0.870
Si 5.599 -3.017 0.327
Cl 2.058 4.430 -2.447
H -9.521 2.871 -4.921
H -8.112 0.881 -4.543
C 6.439 -1.490 0.973
Cl 0.687 1.682 -1.715
C 1.647 2.054 0.731
C -7.317 4.321 -2.784
C -0.001 -0.533 4.382
Ce 0.677 -0.137 1.079
H 4.750 -3.729 2.552
H 6.900 -3.152 -1.788
H -0.025 1.363 3.589
C -7.890 1.822 -4.058
H 6.163 -4.720 -1.395
H 1.074 -0.684 4.259
N -1.614 0.386 0.181
C 3.080 3.898 1.398
H 4.640 -3.142 -2.488
C -8.667 2.938 -4.260
C -0.216 -2.799 3.176
H 0.746 -1.402 -2.382
C 1.585 2.606 -0.528
H -9.032 5.018 -3.828
H -3.453 3.171 -0.274
C -3.136 2.142 -0.379
C -6.509 3.196 -2.562
H -1.457 2.320 0.924
C 3.828 -2.692 -1.928
H -7.095 5.262 -2.299
C 2.871 -1.924 0.092
H -0.228 -3.036 1.137
C 6.643 -3.833 -0.972
H -1.602 -2.388 1.712
N -0.445 0.463 3.355
N 1.748 -1.553 -0.568
N -5.393 3.061 -1.771
C -2.299 -0.433 -0.635
H 7.454 -1.746 1.287
Cl 4.018 4.657 2.600
H -1.450 0.598 3.443
H 2.574 -2.448 -3.683
C 2.673 -2.305 -2.617
C -3.858 1.285 -1.220
C 2.960 4.451 0.113
C -3.408 -0.036 -1.341
H 4.529 -5.011 1.346
H 6.513 -0.717 0.204
H -0.669 -2.380 5.206
H -5.745 0.144 -3.034
C -2.040 1.665 0.283
H 6.128 -4.697 2.022
C -0.743 -1.861 4.251
S 2.854 -1.587 1.823
C 3.972 -2.504 -0.557
N -5.830 1.107 -2.760
H -3.905 -0.755 -1.978
Cl 3.746 5.912 -0.257
C -8.385 4.174 -3.631
C 1.662 -1.729 -1.906
C 2.412 2.714 1.666
H -1.812 -1.671 4.097
H 7.581 -4.159 -0.515
H -1.933 -1.451 -0.720
H -0.583 -3.809 3.355
C 5.202 -4.221 1.688
H 5.918 -1.070 1.836
C -6.804 1.979 -3.194
C -5.018 1.816 -1.912

Values from the calculation:
E: -133760.41894 eV
Net charge: +2
LUMO (spin up / spin down): -7.52 / -7.53 eV
Highest occupied orbital energy (spin up / spin down): -12.6 / -12.6 eV
Relative energy (zero: lowest compared OMol25 entry of this formula, charge and spin): 0.6 kJ/mol

Calculated atomic charges, method Löwdin, unit e: -0.039 0.073 0.133 0.756 -0.695 0.503 0.758 0.113 0.115 -0.169 0.777 -0.344 0.001 -0.216 0.979 0.010 0.044 0.064 -0.009 0.046 0.102 -0.113 -0.694 0.108 -0.060 -0.226 0.114 -0.652 0.111 0.130 0.036 -0.212 0.124 -0.020 0.119 -0.657 0.103 -0.178 0.105 -0.056 -0.137 0.194 -0.121 0.047 0.762 0.113 0.124 -0.018 -0.086 -0.677 0.029 0.042 0.042 0.133 0.158 -0.129 0.046 -0.161 0.729 -0.201 0.175 0.122 0.774 -0.064 -0.122 -0.655 0.126 0.048 0.119 0.131 -0.178 0.019 -0.177 -0.290